Entry from the Open Molecules 2025 dataset: a cluster of 3 separate species, C3H7ClN3O2 in total at a distorted geometry (the ωB97M-V functional and the def2-TZVPD basis).

Each atom is followed by the atoms it is bonded to, with distances in Å.
Geometry (Å):
1 C -2.003 0.515 0.775  N4 1.121, Cl9 1.628
2 C 1.524 -0.709 -1.556  N6 1.416, H10 1.087, H11 1.002, H12 1.078
3 C 0.936 1.299 -0.222  N6 1.480, H13 1.165, H14 1.070, H15 1.145
4 N -1.860 -0.382 0.117  C1 1.121
5 N -2.392 -1.667 1.984  O7 1.131, O8 1.119
6 N 1.958 0.465 -0.894  C2 1.416, C3 1.480, H16 0.979
7 O -2.417 -0.921 2.834  N5 1.131
8 O -2.323 -2.683 1.521  N5 1.119
9 Cl -2.462 1.729 1.757  C1 1.628
10 H 0.945 -0.332 -2.396  C2 1.087
11 H 2.277 -1.340 -1.752  C2 1.002
12 H 0.805 -1.218 -0.936  C2 1.078
13 H 1.253 2.419 -0.240  C3 1.165
14 H -0.006 1.131 -0.701  C3 1.070
15 H 0.921 0.901 0.851  C3 1.145
16 H 2.846 0.794 -1.141  N6 0.979

## Properties
ΔE to the lowest compared entry with this formula, charge and spin   200.6 kJ/mol
Total energy   -892.90186 Eh
Frontier orbital gap (spin up / spin down)   11.84 / 2.86 eV
Net charge   +1
Maximum force   6.97 eV Å⁻¹